A structure of composition C20H23F6GaIN3O3Sb in a non-equilibrium geometry. Source: the OMol25 dataset; level of theory: the ωB97M-V functional and the def2-TZVPD basis.

CARTESIAN COORDINATES (ANGSTROEM)
Ga -0.28601 -0.13254 -0.23850
C -4.47639 -0.61941 -2.09272
C -4.04599 0.75033 -1.76826
N -4.92871 1.71219 -1.69826
C -4.62194 2.90942 -1.26971
C -3.30575 3.27776 -0.78614
C -3.08510 4.70189 -0.30907
O -2.00136 5.34429 -0.94581
C -2.31358 2.33635 -0.87486
C -0.93158 2.71515 -0.56544
N 0.01854 1.87639 -0.37604
C 1.34330 2.36397 -0.15495
C 1.60105 3.50247 0.59706
C 2.90885 3.92929 0.76528
C 3.95900 3.22081 0.20191
C 3.71738 2.06504 -0.52992
C 2.41003 1.65018 -0.69406
I 2.00150 -0.10389 -1.75519
C -2.63505 1.02567 -1.38266
O -1.80999 0.06184 -1.42689
H -5.22972 -0.57025 -2.87685
H -4.93619 -1.08582 -1.21642
H -3.62924 -1.22335 -2.41195
H -5.38598 3.66922 -1.39176
H -2.87105 4.67083 0.76510
H -4.01220 5.26444 -0.42696
H -2.31447 5.87271 -1.68775
H -0.71227 3.77862 -0.55137
H 0.79034 4.02934 1.08195
H 3.10788 4.81196 1.35589
H 4.97722 3.55482 0.34330
H 4.53808 1.50572 -0.95598
F -1.54952 0.21654 1.30191
Sb -0.41688 0.14911 2.98706
F 0.85710 -0.02796 1.42168
F -0.21475 1.99355 2.72064
F -1.92877 0.37990 4.03111
F 0.97650 0.00503 4.18863
F -0.64530 -1.70244 2.84706
O -0.26267 -1.99492 -0.08666
C -1.07098 -2.98955 0.03337
C -2.54726 -2.81835 0.20427
C -3.09730 -3.36118 1.53659
C -3.25198 -4.87645 1.58802
C -1.94250 -5.64638 1.47498
C -1.24530 -5.46114 0.13642
N -0.53373 -4.17740 0.01875
H -3.04352 -3.31951 -0.63376
H -2.75333 -1.75350 0.12071
H -4.07615 -2.90167 1.68215
H -2.46654 -3.01206 2.35536
H -3.92638 -5.19799 0.78740
H -3.74238 -5.14262 2.52461
H -2.13851 -6.71275 1.59642
H -1.25730 -5.36159 2.27788
H -1.95386 -5.53576 -0.69262
H -0.48946 -6.22718 -0.02036
H 0.47567 -4.19816 -0.05856

Charge: +2
Gap between HOMO and LUMO (spin up / spin down): 7.903 / 5.743 eV
Multiplicity: 2
E_HOMO (spin up / spin down): -15.026 / -15.028 eV